{"formula": "C14H33N3O7P2", "method": "ωB97M-V/def2-TZVPD", "symbols": ["O", "C", "N", "O", "C", "O", "O", "P", "P", "O", "O", "O", "H", "H", "H", "C", "C", "N", "C", "C", "C", "C", "H", "H", "H", "H", "H", "H", "H", "H", "H", "H", "H", "H", "H", "H", "H", "C", "C", "N", "C", "C", "C", "C", "H", "H", "H", "H", "H", "H", "H", "H", "H", "H", "H", "H", "H", "H", "H"], "positions_angstrom": [[4.572, 2.028, -0.015], [3.740, 1.885, -0.805], [2.880, 1.594, -1.636], [1.790, 0.938, -1.000], [1.389, -0.093, -1.829], [2.153, -0.667, -2.516], [0.082, -0.379, -1.843], [-0.668, -0.301, -0.321], [-1.917, 1.513, -0.409], [-1.988, 2.188, 0.876], [-3.437, 1.130, -0.837], [-1.209, 2.404, -1.551], [-1.624, -1.343, -0.281], [-3.481, 0.958, -1.785], [-1.748, 3.197, -1.678], [1.299, 3.433, 1.107], [1.988, 3.420, 2.463], [2.476, 4.722, 2.881], [3.344, 4.657, 4.046], [2.737, 4.184, 5.373], [1.493, 5.791, 2.888], [0.247, 5.618, 3.765], [1.962, 3.827, 0.333], [1.021, 2.418, 0.829], [0.384, 4.025, 1.119], [2.844, 2.742, 2.393], [1.302, 2.979, 3.201], [3.800, 5.639, 4.198], [4.178, 3.992, 3.800], [2.127, 4.956, 5.838], [3.542, 3.954, 6.074], [2.137, 3.281, 5.259], [1.163, 5.954, 1.859], [1.993, 6.725, 3.160], [-0.173, 4.614, 3.700], [-0.530, 6.314, 3.441], [0.452, 5.840, 4.812], [-4.205, -5.867, -2.656], [-3.100, -4.865, -2.957], [-2.080, -4.796, -1.927], [-1.176, -3.672, -2.096], [-0.273, -3.649, -3.335], [-1.453, -6.059, -1.572], [-0.736, -6.843, -2.679], [-4.682, -5.650, -1.700], [-4.967, -5.815, -3.435], [-3.834, -6.893, -2.636], [-3.565, -3.879, -3.042], [-2.674, -5.095, -3.945], [-0.547, -3.588, -1.203], [-1.782, -2.759, -2.105], [0.563, -4.339, -3.239], [0.155, -2.652, -3.450], [-0.817, -3.879, -4.251], [-2.218, -6.707, -1.138], [-0.753, -5.884, -0.751], [-1.303, -6.861, -3.611], [-0.598, -7.879, -2.364], [0.255, -6.442, -2.885]], "atomic_forces_ev_per_a": [[0.0, 0.6, -0.5], [0.3, -1.0, 1.2], [-0.1, 0.4, -0.4], [-1.3, -0.1, -0.3], [1.2, -0.1, -0.6], [0.4, -0.5, -0.7], [-1.0, 0.2, 1.1], [0.9, 0.5, 1.1], [-0.6, 0.1, 0.1], [0.2, -0.1, 0.7], [0.9, 0.3, -0.6], [-0.7, -0.9, -0.1], [-0.2, 0.3, -0.8], [-0.3, -0.2, -0.1], [0.2, 0.3, -0.1], [0.0, 0.1, 0.0], [-0.1, -0.1, -0.1], [0.2, 0.1, 0.0], [0.2, -0.1, 0.1], [0.1, 0.1, 0.1], [-0.2, 0.1, -0.2], [0.0, 0.1, 0.0], [0.0, 0.1, 0.0], [-0.1, 0.0, 0.0], [0.0, 0.0, 0.0], [0.1, 0.1, 0.2], [0.0, -0.1, 0.0], [-0.1, 0.1, -0.1], [-0.1, -0.1, -0.1], [-0.1, 0.0, 0.0], [0.0, 0.0, 0.0], [0.0, 0.0, 0.0], [0.0, -0.1, 0.0], [0.1, -0.1, 0.1], [0.0, 0.0, 0.0], [0.0, 0.0, 0.0], [0.0, -0.1, 0.0], [0.0, 0.0, 0.0], [-0.1, -0.1, -0.1], [0.0, 0.2, 0.2], [0.1, 0.2, -0.1], [0.1, 0.2, 0.1], [-0.1, -0.3, 0.1], [0.1, -0.1, 0.1], [0.1, 0.0, 0.0], [0.0, 0.0, 0.0], [0.0, 0.0, 0.0], [0.2, 0.1, 0.0], [-0.1, 0.0, -0.1], [0.0, -0.1, 0.0], [-0.1, -0.1, -0.1], [0.0, -0.1, -0.1], [0.0, 0.0, 0.0], [0.0, 0.0, 0.0], [-0.1, 0.1, -0.1], [0.0, 0.2, -0.1], [0.0, 0.0, 0.0], [0.0, 0.0, 0.0], [0.0, 0.0, -0.1]], "multiplicity": 1, "max_force_ha_per_bohr": 0.0316, "e_homo_ev": -8.0, "smiles": "O=C=NOC(=O)OPP(=O)(O)O.CCN(CC)CC.CCN(CC)CC", "orbital_gap_ev": 7.7, "energy_ev": -52432.5926, "relative_energy_ev": 0.590}